C4H9NO2 in the gas phase, computed with the ωB97M-V functional and the def2-TZVPD basis.

- net charge = 0
- SMILES = C[C@@H](CO)NC=O

Structure (XYZ):
```
16
Properties=species:S:1:pos:R:3:forces:R:3:nbo_charge:R:1
C -1.103 1.278 -0.519 -0.1 0.0 -0.1 -0.62
C -0.336 0.403 0.471 -0.1 0.0 0.1 -0.07
C -0.889 -1.032 0.452 -0.2 0.2 -0.1 -0.06
O -0.110 -1.957 1.152 0.1 -0.1 0.0 -0.73
N 1.101 0.513 0.192 0.1 0.0 -0.1 -0.60
C 1.925 -0.331 -0.459 0.0 -0.1 -0.1 0.54
O 1.673 -1.468 -0.833 0.0 0.3 0.1 -0.65
H -0.783 2.324 -0.463 0.0 -0.2 0.0 0.21
H -2.181 1.245 -0.328 0.1 0.0 0.0 0.22
H -0.921 0.921 -1.539 -0.1 0.1 0.1 0.22
H -0.466 0.788 1.490 0.0 0.0 -0.1 0.20
H -1.867 -0.987 0.945 0.1 0.0 -0.1 0.18
H -1.063 -1.346 -0.588 0.1 0.0 0.1 0.17
H 0.625 -2.157 0.547 0.0 -0.1 0.1 0.49
H 1.496 1.418 0.403 0.0 -0.1 0.0 0.39
H 2.922 0.117 -0.627 -0.1 -0.1 0.0 0.12
```
Positions in Å, forces in eV/Å.

***

A molecular structure, C4H9NO2 in a non-equilibrium geometry, computed with the ωB97M-V functional and the def2-TZVPD basis.

- net charge = 0

Structure (XYZ):
```
16
Properties=species:S:1:pos:R:3:forces:R:3:nbo_charge:R:1
N -1.250 1.563 0.006 0.1 0.0 0.0 -0.85
C -0.336 1.421 1.011 0.1 -0.2 0.1 0.68
O -0.439 2.000 2.078 0.0 -0.3 -0.3 -0.61
C 0.891 0.544 0.658 0.4 -0.1 0.1 -0.54
C 0.716 -0.973 0.508 3.0 -0.9 -1.9 -0.39
C -0.339 -1.354 -0.501 0.3 -0.7 0.4 -0.12
O -0.194 -0.556 -1.694 -0.1 -0.2 -0.2 -0.76
H -1.994 2.234 0.132 0.2 -0.1 0.0 0.40
H -1.066 1.170 -0.910 0.0 0.1 0.2 0.42
H 1.257 0.921 -0.305 0.0 0.2 0.3 0.22
H 1.623 0.751 1.434 0.1 0.1 0.0 0.24
H 1.933 -1.419 -0.068 -2.1 1.9 -0.9 0.17
H 1.503 -1.722 0.891 -2.5 0.3 2.0 0.27
H -0.217 -2.409 -0.733 -0.1 -0.2 -0.2 0.18
H -1.364 -1.213 -0.111 0.5 0.1 0.1 0.19
H -0.725 -0.958 -2.396 0.1 0.1 0.2 0.48
```
Positions in Å, forces in eV/Å.

***

2 unconnected molecules or ions with the total composition C4H9NO2, computed with the ωB97M-V functional and the def2-TZVPD basis.

- net charge = 0

Structure (XYZ):
```
16
Properties=species:S:1:pos:R:3:forces:R:3:nbo_charge:R:1
C 0.815 2.553 1.249 0.1 0.2 0.2 -0.44
N -0.047 1.639 0.522 -0.2 -0.1 0.0 -0.45
C -1.305 1.756 0.626 0.2 0.0 -0.1 -0.02
C -0.849 -1.252 -0.585 0.3 -0.3 -0.1 0.40
O 0.395 -0.815 -0.654 -0.2 0.1 0.1 -0.74
O -0.894 -2.526 -0.939 -0.3 0.2 0.1 -0.52
C 0.300 -3.226 -1.320 0.2 -0.1 -0.1 -0.29
H 0.236 3.231 1.878 0.0 0.1 0.1 0.18
H 1.431 3.151 0.574 -0.2 -0.1 -0.2 0.21
H 1.530 2.015 1.876 -0.2 -0.2 -0.1 0.21
H 0.372 0.121 -0.315 0.0 0.0 0.0 0.53
H -1.949 1.048 0.105 0.2 0.0 0.0 0.21
H -1.794 2.531 1.230 0.2 0.0 0.0 0.14
H 0.007 -4.259 -1.511 0.0 0.2 0.0 0.19
H 1.032 -3.186 -0.512 0.0 0.0 -0.1 0.19
H 0.719 -2.782 -2.224 0.1 -0.1 0.1 0.19
```
Positions in Å, forces in eV/Å.

***

3 unconnected molecules or ions with the total composition C4H9NO2 in a non-equilibrium geometry, computed with the ωB97M-V functional and the def2-TZVPD basis.

- net charge = 0
- SMILES = c1cc[nH]c1.O.O

Structure (XYZ):
```
16
Properties=species:S:1:pos:R:3:forces:R:3:nbo_charge:R:1
C -1.804 1.732 -1.213 -1.5 0.7 1.7 -0.29
C -1.550 0.498 -1.680 1.8 -1.8 -0.6 -0.09
N -0.480 -0.019 -0.929 -0.7 1.6 1.3 -0.54
C -0.231 0.865 0.090 0.0 0.2 0.8 -0.05
C -1.119 1.910 0.054 0.4 0.1 -2.4 -0.33
H -2.545 2.447 -1.542 -0.1 -0.3 -0.3 0.22
H -1.956 -0.157 -2.433 -0.1 0.5 -0.3 0.21
H 0.184 -0.767 -0.975 -0.3 -0.5 -0.9 0.43
H 0.593 0.662 0.754 -0.1 0.1 0.1 0.21
H -1.216 2.856 0.558 0.4 -0.3 0.5 0.22
H 1.025 -1.807 3.235 -0.5 0.3 0.6 0.48
H 0.393 -2.723 2.140 -0.8 -0.1 0.2 0.48
O 1.181 -2.293 2.439 1.3 -0.1 -0.9 -0.96
H 3.024 -1.103 -0.720 0.4 0.2 -0.5 0.47
H 2.155 -1.419 0.419 -0.2 0.7 0.2 0.48
O 2.344 -0.681 -0.196 -0.2 -1.1 0.5 -0.95
```
Positions in Å, forces in eV/Å.

***

C4H9NO2 in the gas phase in a non-equilibrium geometry, computed with the ωB97M-V functional and the def2-TZVPD basis.

- net charge = 0
- SMILES = CC(C)NC(=O)O

Structure (XYZ):
```
16
Properties=species:S:1:pos:R:3:forces:R:3:nbo_charge:R:1
C 1.351 0.142 2.113 0.3 0.0 0.3 -0.62
C 1.027 0.198 0.636 -1.3 1.0 -1.0 -0.05
C 1.206 1.636 0.123 0.7 0.5 0.5 -0.61
N -0.402 -0.156 0.437 -0.2 -0.5 -0.6 -0.64
C -0.864 -0.449 -0.826 0.3 0.0 0.5 0.88
O -1.834 -1.403 -0.770 -0.1 0.4 -0.1 -0.70
O -0.498 0.029 -1.870 0.1 0.1 -0.1 -0.64
H 2.187 0.813 2.305 0.2 -0.2 0.0 0.22
H 0.528 0.547 2.705 -0.2 0.0 -0.2 0.22
H 1.586 -0.837 2.530 0.0 -0.1 -0.3 0.22
H 1.585 -0.441 -0.038 0.5 -0.4 0.4 0.20
H 2.261 1.887 -0.043 0.0 -0.4 0.0 0.21
H 0.691 1.879 -0.801 -0.2 -0.3 0.1 0.24
H 0.906 2.310 0.924 -0.4 0.2 -0.1 0.20
H -0.824 -0.806 1.073 0.2 -0.1 0.6 0.39
H -2.201 -1.402 -1.664 -0.1 -0.2 0.0 0.50
```
Positions in Å, forces in eV/Å.

***

2 unconnected molecules or ions with the total composition C4H9NO2, computed with the ωB97M-V functional and the def2-TZVPD basis.

- net charge = 0

Structure (XYZ):
```
16
Properties=species:S:1:pos:R:3:forces:R:3:nbo_charge:R:1
N 1.602 0.657 1.189 0.1 -0.1 0.0 -0.84
C 1.244 -0.653 1.260 0.1 0.0 0.2 0.71
O 1.588 -1.410 2.140 -0.1 0.3 -0.3 -0.58
C 0.325 -1.115 0.089 -0.1 -0.1 0.0 -0.68
C -0.962 -0.405 0.279 0.2 0.3 -0.1 0.19
C -1.033 0.935 -0.313 -0.2 -0.2 0.2 -0.30
O 0.077 1.384 -1.102 0.0 0.2 -0.1 -0.76
H 2.276 0.988 1.861 -0.1 0.0 -0.1 0.40
H 1.409 1.192 0.348 0.1 -0.1 0.2 0.42
H 0.850 -0.880 -0.848 -0.1 0.0 0.1 0.23
H 0.220 -2.193 0.222 0.0 0.2 0.0 0.25
H -2.081 -1.684 -2.016 0.0 0.0 0.0 0.00
H -2.209 -1.632 -1.283 0.0 0.0 -0.1 0.01
H -1.965 0.961 -0.899 0.1 0.0 0.1 0.24
H -1.204 1.606 0.548 0.0 -0.1 -0.1 0.24
H -0.137 2.249 -1.473 0.0 -0.2 0.0 0.48
```
Positions in Å, forces in eV/Å.

***

2 unconnected molecules or ions with the total composition C4H9NO2 in a non-equilibrium geometry, computed with the ωB97M-V functional and the def2-TZVPD basis.

- net charge = 0
- SMILES = C/C=N\C(=O)OC.[H][H]

Structure (XYZ):
```
16
Properties=species:S:1:pos:R:3:forces:R:3:nbo_charge:R:1
C 0.600 2.045 -0.541 -1.2 0.2 -0.5 -0.69
C 0.625 0.907 -1.455 0.4 -0.8 0.0 0.21
N 0.163 -0.272 -1.267 -0.4 0.2 -0.4 -0.54
C -0.528 -0.538 -0.079 -0.2 0.2 0.1 0.86
O -1.152 0.262 0.595 0.3 -0.3 -0.3 -0.64
O -0.520 -1.848 0.184 0.1 0.1 -0.1 -0.49
C -1.291 -2.213 1.329 -0.1 -0.1 0.2 -0.26
H 0.438 1.864 0.522 -0.1 -0.1 -0.5 0.26
H 2.253 0.594 0.213 0.4 -0.3 0.3 -0.02
H 1.309 2.864 -0.725 -0.5 -0.3 -0.4 0.24
H -0.417 2.131 -1.074 0.3 1.8 1.2 0.28
H 0.950 1.188 -2.459 0.2 -0.4 0.0 0.19
H 2.004 -0.044 -0.072 0.6 -0.1 0.4 0.02
H -1.233 -3.299 1.384 0.0 0.1 0.0 0.20
H -0.875 -1.757 2.232 -0.1 -0.1 -0.1 0.19
H -2.328 -1.884 1.214 0.2 -0.1 0.0 0.20
```
Positions in Å, forces in eV/Å.

***

C4H9NO2 in the gas phase, computed with the ωB97M-V functional and the def2-TZVPD basis.

- net charge = 0
- SMILES = C/N=C/OCCO

Structure (XYZ):
```
16
Properties=species:S:1:pos:R:3:forces:R:3:nbo_charge:R:1
C -0.443 0.914 -2.305 0.0 0.0 -0.2 -0.42
N -0.262 0.340 -0.985 -0.3 0.0 0.4 -0.55
C -1.166 0.526 -0.119 0.2 0.0 -0.3 0.44
O -1.160 0.138 1.154 0.0 0.1 0.0 -0.50
C -0.164 -0.715 1.762 0.2 -0.2 0.1 -0.10
C 1.294 -0.586 1.328 -0.1 0.2 0.4 -0.10
O 1.602 -1.272 0.151 0.0 0.1 -0.1 -0.74
H 0.352 1.646 -2.493 -0.2 -0.1 0.0 0.20
H -0.344 0.126 -3.059 0.0 0.1 0.1 0.20
H -1.416 1.410 -2.444 0.1 -0.1 0.1 0.17
H -2.097 1.068 -0.318 0.1 0.0 0.0 0.15
H -0.252 -0.466 2.824 0.0 -0.1 -0.2 0.20
H -0.481 -1.754 1.620 0.0 0.1 -0.1 0.19
H 1.575 0.480 1.288 0.0 -0.2 0.0 0.17
H 1.888 -1.049 2.126 -0.1 0.1 -0.1 0.19
H 1.075 -0.806 -0.531 0.1 -0.1 -0.1 0.49
```
Positions in Å, forces in eV/Å.

***

C4H9NO2 in the gas phase, computed with the ωB97M-V functional and the def2-TZVPD basis.

- net charge = 0
- SMILES = C[C@@H](CO)N1CO1

Structure (XYZ):
```
16
Properties=species:S:1:pos:R:3:forces:R:3:nbo_charge:R:1
C -1.248 1.174 -0.144 0.0 0.0 0.0 -0.62
C -0.405 0.149 0.611 -0.1 0.0 0.1 -0.11
C -0.597 -1.262 0.048 -0.2 0.3 -0.2 -0.07
O 0.023 -2.262 0.813 0.2 -0.1 0.0 -0.72
N 0.989 0.656 0.651 -0.2 0.1 0.0 -0.13
C 1.698 0.638 -0.578 0.0 0.1 -0.2 0.04
O 1.972 -0.393 0.322 0.2 -0.2 0.0 -0.42
H -1.022 2.190 0.194 0.0 -0.1 0.0 0.23
H -2.312 0.986 0.022 0.1 0.0 0.0 0.22
H -1.060 1.122 -1.223 0.0 0.0 0.2 0.20
H -0.717 0.121 1.661 0.0 0.0 -0.1 0.21
H -1.671 -1.476 0.070 0.1 0.1 0.0 0.19
H -0.287 -1.301 -1.010 0.0 0.0 0.2 0.15
H 0.972 -2.087 0.751 -0.1 -0.1 0.1 0.49
H 2.477 1.392 -0.687 -0.1 -0.1 0.0 0.18
H 1.188 0.351 -1.500 0.1 0.0 0.2 0.16
```
Positions in Å, forces in eV/Å.

***

C4H9NO2 in the gas phase in a non-equilibrium geometry, computed with the ωB97M-V functional and the def2-TZVPD basis.

- net charge = 0
- SMILES = CN[C@@H](C)C(=O)O

Structure (XYZ):
```
16
Properties=species:S:1:pos:R:3:forces:R:3:nbo_charge:R:1
C -1.093 -0.743 -1.887 0.1 0.7 -0.2 -0.42
N -1.301 -0.650 -0.446 -0.4 -0.1 0.1 -0.61
C 0.821 -1.614 0.514 -0.5 1.0 -1.5 -0.62
C -0.224 -0.502 0.520 0.4 -0.2 0.5 -0.14
C 0.484 0.851 0.456 -0.5 -0.3 0.3 0.77
O -0.222 1.901 0.966 0.1 0.8 -0.1 -0.72
O 1.544 1.049 -0.042 0.5 0.1 -0.5 -0.54
H -2.037 -1.015 -2.359 0.0 -0.2 0.2 0.20
H -0.850 0.244 -2.283 0.4 0.0 -0.4 0.17
H -0.348 -1.458 -2.226 0.1 -0.1 0.4 0.20
H -1.871 0.174 -0.302 -0.4 -0.2 0.0 0.36
H 0.329 -2.568 0.638 0.3 -0.3 0.7 0.22
H 1.645 -1.292 1.141 0.0 -0.7 0.5 0.23
H 1.235 -1.618 -0.496 0.2 -0.1 0.0 0.22
H -0.759 -0.508 1.475 0.1 -0.1 0.2 0.19
H -0.650 1.752 1.814 -0.2 -0.5 -0.1 0.49
```
Positions in Å, forces in eV/Å.

***

Frontier orbital gap (computed, eV): 10.705, 9.646, 9.623, 8.468, 10.838, 8.511, 10.620, 10.812, 10.698, 9.521
Energy above the lowest of the compared OMol25 structures with the same formula, charge and spin (computed, eV): 0.8881, 3.6728, 3.6192, 1.7738, 0.2221, 5.0068, 3.3826, 1.9381, 3.8572, 1.5064
Highest occupied orbital energy (computed, eV): -10.01, -9.08, -8.60, -7.97, -10.03, -8.77, -9.77, -9.85, -9.74, -8.99